The following is a quantum chemistry calculation of a 2-piece molecular cluster, C3H3NO2 overall at a distorted geometry, from the Open Molecules 2025 dataset.

The geometry in XYZ format:
```
9
Properties=species:S:1:pos:R:3:forces:R:3:lowdin_spin:R:1
C 3.002 0.906 0.133 -0.53 -0.47 -0.05 0.746
C 1.452 -0.832 0.135 -1.47 -0.15 -0.08 0.679
C 0.166 -0.106 0.152 -0.23 -0.25 0.03 0.120
N 3.782 1.733 0.170 2.02 2.13 0.10 0.178
O 1.874 -1.852 0.887 0.23 -0.47 2.65 0.117
O 1.837 -1.909 -0.549 -0.02 -0.88 -2.65 0.121
H -0.642 -0.764 0.491 -0.03 0.00 0.01 0.029
H -0.061 0.254 -0.849 0.04 0.03 -0.01 0.000
H 0.234 0.746 0.828 -0.01 0.05 0.01 0.009
```
Positions in Å, forces in eV/Å.

multiplicity	3

=====

The following is a quantum chemistry calculation of a 2-piece molecular cluster, C3H3NO2S overall at a distorted geometry, from the Open Molecules 2025 dataset.

The geometry in XYZ format:
```
10
Properties=species:S:1:pos:R:3:forces:R:3:lowdin_charge:R:1
C 1.102 -0.153 0.216 1.18 -2.21 0.60 -0.172
C 0.690 1.274 0.008 0.93 1.91 0.48 -0.451
C 0.428 -1.252 0.086 -3.15 1.33 -0.38 0.161
N -1.680 -0.524 -0.273 2.67 -2.47 -0.74 -0.680
O -2.324 -1.234 -1.011 0.10 1.10 0.92 -0.048
O 0.561 1.652 -1.134 0.00 0.29 1.06 0.011
S -1.834 0.775 0.581 -1.26 0.92 0.45 0.799
H 2.196 -0.316 0.429 -0.91 0.53 -0.07 0.139
H 0.875 2.020 0.975 -0.58 -1.66 -2.23 0.160
H -0.015 -2.243 0.124 1.03 0.25 -0.08 0.083
```
Positions in Å, forces in eV/Å.

=====

The following is a quantum chemistry calculation of an isolated molecule of C3H3NO2S at a distorted geometry, from the Open Molecules 2025 dataset.

The geometry in XYZ format:
```
10
Properties=species:S:1:pos:R:3:forces:R:3:lowdin_charge:R:1
C 0.445 0.144 0.554 0.05 0.25 -0.19 -0.541
C 1.116 0.919 -0.538 -1.59 0.02 -0.29 -0.143
C -1.012 0.301 0.121 0.08 -0.13 -0.06 -0.509
H 2.173 -1.464 0.960 -0.35 0.08 -0.07 -0.123
H 0.564 0.626 1.527 0.05 -0.09 0.02 0.126
H 2.154 1.053 -0.680 0.90 0.16 -0.08 0.110
N 0.299 1.435 -1.381 0.58 -0.47 0.65 0.111
O -1.013 1.082 -1.003 -0.17 0.05 0.03 0.020
O -2.006 -0.143 0.603 0.24 0.12 -0.06 0.144
S 0.867 -1.623 0.640 0.22 0.01 0.05 0.804
```
Positions in Å, forces in eV/Å.

SMILES	O=C1ON=C[C@@H]1S

=====

The following is a quantum chemistry calculation of C3H3NO3 as an isolated structure at a distorted geometry, from the Open Molecules 2025 dataset.

The geometry in XYZ format:
```
10
Properties=species:S:1:pos:R:3:forces:R:3:lowdin_charge:R:1
C 0.617 -0.605 -0.143 -0.55 1.99 0.17 -0.404
C -1.136 0.736 0.084 1.13 5.58 -2.44 -0.007
C -1.540 -0.482 0.015 -2.19 -0.30 0.35 -0.153
H 2.026 0.992 0.650 2.52 -3.55 -3.29 0.272
H -1.650 1.715 -0.258 0.93 -1.91 1.33 0.162
H -2.497 -0.948 0.013 -0.55 0.15 0.11 0.141
N 1.799 -0.996 0.034 -0.48 -0.65 -0.43 0.034
O 2.593 0.125 -0.084 -0.85 3.71 3.48 -0.148
O 0.333 0.766 -0.204 -3.16 -1.68 0.94 -0.012
O -0.545 -1.302 -0.106 3.19 -3.33 -0.23 0.114
```
Positions in Å, forces in eV/Å.

=====

The following is a quantum chemistry calculation of an isolated molecule of C3H3NO3 at a distorted geometry, from the Open Molecules 2025 dataset.

The geometry in XYZ format:
```
10
Properties=species:S:1:pos:R:3:forces:R:3:lowdin_charge:R:1
C -0.842 -0.177 -0.910 1.56 -0.41 0.86 -0.342
C 0.521 0.417 -1.051 -1.76 0.38 0.13 0.050
C 0.152 -0.571 0.150 0.47 -0.87 -0.10 -0.065
N 0.007 0.092 1.470 -0.09 0.08 -3.84 -0.434
O -1.887 -0.530 -1.332 -0.43 0.34 -0.48 0.167
O -0.530 1.153 1.474 -0.86 2.05 0.79 0.103
O 0.433 -0.540 2.356 0.95 -1.27 3.44 0.119
H 1.013 0.300 -2.030 0.28 -0.60 0.94 0.126
H 0.606 1.416 -0.612 -0.02 -0.15 -0.29 0.114
H 0.527 -1.560 0.485 -0.11 0.46 -1.45 0.161
```
Positions in Å, forces in eV/Å.

SMILES	O=C1C[C@H]1[N+](=O)[O-]

=====

The following is a quantum chemistry calculation of an isolated molecule of C3H3NO3, from the Open Molecules 2025 dataset.

The geometry in XYZ format:
```
10
Properties=species:S:1:pos:R:3:forces:R:3:lowdin_charge:R:1
N -0.870 -1.431 -0.696 -0.07 0.15 -0.29 0.098
C -0.305 -0.270 -0.131 0.13 -0.02 0.11 -0.333
O -0.431 0.970 -0.660 -0.08 -0.01 0.14 0.092
C 0.331 1.917 -0.066 0.24 0.16 0.41 -0.297
O 1.002 1.737 0.910 -0.34 0.13 -0.47 0.106
C 0.284 -0.949 0.852 0.01 0.19 0.00 -0.028
O -0.105 -2.180 0.292 -0.33 -0.17 0.10 -0.048
H -0.560 -1.643 -1.647 0.25 -0.27 0.23 0.139
H 0.221 2.854 -0.621 0.05 -0.01 0.06 0.150
H 0.678 -0.815 1.847 0.14 -0.16 -0.29 0.121
```
Positions in Å, forces in eV/Å.

SMILES	O=COc1co[nH]1

=====

| no. | energy (eV) |
| --- | --- |
| 1 | -8734.220 |
| 2 | -19572.911 |
| 3 | -19578.157 |
| 4 | -10786.869 |
| 5 | -10786.769 |
| 6 | -10788.286 |